(1)
Formula: CH2ClOP
Source: the Open Molecules 2025 dataset
Level of theory: the ωB97M-V functional and the def2-TZVPD basis

Summary:
HOMO energy (alpha / beta) in eV: -8.3 / -8.3
LUMO level (alpha / beta) in eV: -1.1 / -1.1
Energy relative to the best compared isomer or geometry (same formula, charge and spin) in kJ/mol: 249.5
Total energy in eV: -24924.993
Kohn-Sham gap (alpha / beta) in eV: 7.23 / 7.23

Geometry as ORCA input:
```
! wB97M-V def2-TZVPD RIJCOSX def2/J DEFGRID3
* xyz 0 1
C -0.82312 -0.31121 0.50430
O 1.13698 0.99757 -2.19875
P 1.30719 -0.09964 -1.29572
Cl 0.66965 0.66485 0.93170
H -0.65275 -1.34041 1.05277
H -1.63795 0.08884 1.00571
*
```



(2)
Formula: CH2ClOP
Source: the Open Molecules 2025 dataset
Level of theory: the ωB97M-V functional and the def2-TZVPD basis

Summary:
HOMO energy (alpha / beta) in eV: -10.0 / -9.2
LUMO level (alpha / beta) in eV: -1.4 / -2.1
Energy relative to the best compared isomer or geometry (same formula, charge and spin) in kJ/mol: 299.4
Total energy in eV: -24924.476
Kohn-Sham gap (alpha / beta) in eV: 8.52 / 7.08

Geometry as ORCA input:
```
! wB97M-V def2-TZVPD RIJCOSX def2/J DEFGRID3
* xyz 0 1
C -1.05848 0.76612 0.66603
O -1.55355 1.79087 0.98508
P 1.79572 -0.62920 -0.06250
Cl -2.01587 -0.74650 0.30517
H 2.30136 -0.04845 -1.37696
H 0.53082 -1.13283 -0.51682
*
```



(3)
Formula: CH2ClPS
Source: the Open Molecules 2025 dataset
Level of theory: the ωB97M-V functional and the def2-TZVPD basis

Summary:
HOMO energy (alpha / beta) in eV: -8.4 / -8.4
LUMO level (alpha / beta) in eV: -1.4 / -1.4
Energy relative to the best compared isomer or geometry (same formula, charge and spin) in kJ/mol: 345.1
Total energy in eV: -33712.547
Kohn-Sham gap (alpha / beta) in eV: 6.99 / 6.97

Geometry as ORCA input:
```
! wB97M-V def2-TZVPD RIJCOSX def2/J DEFGRID3
* xyz 0 1
C -1.20135 -0.01549 -0.00745
P 2.56648 1.02929 -0.26867
S -1.61331 0.24643 1.51987
Cl 2.02323 -0.79570 -0.13082
H -1.62736 -0.75149 -0.62829
H -0.14769 0.28697 -0.48465
*
```



(4)
Formula: CH2ClPS
Source: the Open Molecules 2025 dataset
Level of theory: the ωB97M-V functional and the def2-TZVPD basis

Summary:
HOMO energy in eV: -9.3
SMILES string: ClP1CS1
LUMO level in eV: 0.1
Energy relative to the best compared isomer or geometry (same formula, charge and spin) in kJ/mol: 15.4
Total energy in eV: -33715.964
Kohn-Sham gap in eV: 9.35

Geometry as ORCA input:
```
! wB97M-V def2-TZVPD RIJCOSX def2/J DEFGRID3
* xyz 0 1
Cl -2.18534 1.18169 -0.44545
P -0.99139 0.07665 0.82211
C 0.69094 -0.00161 0.00594
S -0.03178 -1.57167 -0.27073
H 1.05520 0.47557 -0.82183
H 1.46237 -0.16063 0.70996
*
```



(5)
Formula: CH2CsFO
Source: the Open Molecules 2025 dataset
Level of theory: the ωB97M-V functional and the def2-TZVPD basis

Summary:
HOMO energy (alpha / beta) in eV: -7.1 / -7.1
LUMO level (alpha / beta) in eV: -2.0 / -2.1
Energy relative to the best compared isomer or geometry (same formula, charge and spin) in kJ/mol: 515.1
Total energy in eV: -6373.987
Kohn-Sham gap (alpha / beta) in eV: 5.06 / 5.02

Geometry as ORCA input:
```
! wB97M-V def2-TZVPD RIJCOSX def2/J DEFGRID3
* xyz 0 1
C -2.33191 -0.15596 -0.04977
H -3.20537 0.02220 -0.70536
H -2.72817 -0.72411 0.81301
O 3.13807 -0.81753 -0.09828
Cs 1.20066 1.35233 -0.40207
F 3.92673 0.32308 0.44247
*
```



(6)
Formula: CH2CuLiO
Source: the Open Molecules 2025 dataset
Level of theory: the ωB97M-V functional and the def2-TZVPD basis

Summary:
HOMO energy (alpha / beta) in eV: -6.8 / -6.8
LUMO level (alpha / beta) in eV: -1.4 / -2.8
Expectation value of S²: 2.02
Energy relative to the best compared isomer or geometry (same formula, charge and spin) in kJ/mol: 1.1
Total energy in eV: -47955.496
Kohn-Sham gap (alpha / beta) in eV: 5.39 / 3.98

Geometry as ORCA input:
```
! wB97M-V def2-TZVPD RIJCOSX def2/J DEFGRID3
* xyz 0 3
C -0.01321 0.67652 0.66634
O -0.22124 0.53999 -0.55218
H -0.13147 -0.28137 1.25002
Cu -0.06039 2.54147 1.47152
Li -0.11214 -0.96683 -1.67999
H 0.53845 -2.50979 -1.15570
*
```



(7)
Formula: CH2F2IN3
Source: the Open Molecules 2025 dataset
Level of theory: the ωB97M-V functional and the def2-TZVPD basis

Summary:
HOMO energy in eV: -8.8
LUMO level in eV: -0.3
Energy relative to the best compared isomer or geometry (same formula, charge and spin) in kJ/mol: 143.3
Total energy in eV: -19070.007
Kohn-Sham gap in eV: 8.47

Geometry as ORCA input:
```
! wB97M-V def2-TZVPD RIJCOSX def2/J DEFGRID3
* xyz 0 1
C 0.34834 1.23770 0.88562
N -0.67125 1.95274 1.53552
N 0.03800 0.08970 0.19229
N 1.65672 1.67559 0.89264
F 2.33940 0.99176 -0.12112
F 2.36636 1.36910 2.09727
I -0.14483 3.39811 2.73761
H -0.82946 -0.29073 0.45605
H 0.82376 -0.45013 -0.04440
*
```



(8)
Formula: CH2F2N2
Source: the Open Molecules 2025 dataset
Level of theory: the ωB97M-V functional and the def2-TZVPD basis

Summary:
HOMO energy (alpha / beta) in eV: -5.4 / -11.0
LUMO level (alpha / beta) in eV: 1.3 / -2.6
Expectation value of S²: 2.01
Energy relative to the best compared isomer or geometry (same formula, charge and spin) in kJ/mol: 523.3
Total energy in eV: -9475.052
Kohn-Sham gap (alpha / beta) in eV: 6.70 / 8.40

Geometry as ORCA input:
```
! wB97M-V def2-TZVPD RIJCOSX def2/J DEFGRID3
* xyz 0 3
C 0.12216 -0.66980 -0.03586
N 0.79533 -0.58652 0.95189
N -0.90446 0.83241 -0.30642
F -0.88084 1.11828 -1.59914
F -0.13981 1.84586 0.29537
H -0.27220 -1.27347 -0.90087
H 1.27982 -1.26675 1.59504
*
```



(9)
Formula: CH2F3FeNO3S
Source: the Open Molecules 2025 dataset
Level of theory: the ωB97M-V functional and the def2-TZVPD basis

Summary:
HOMO energy (alpha / beta) in eV: -7.4 / -10.7
LUMO level (alpha / beta) in eV: -0.3 / -2.7
Expectation value of S²: 12.01
Total energy in eV: -62072.319
Kohn-Sham gap (alpha / beta) in eV: 7.13 / 7.96

Geometry as ORCA input:
```
! wB97M-V def2-TZVPD RIJCOSX def2/J DEFGRID3
* xyz 0 7
Fe -1.43059 1.69652 0.45869
N -0.39163 0.39474 1.70227
S -0.75895 -0.74367 0.79422
O -1.30380 -2.03168 1.30480
O -1.55900 -0.23167 -0.41704
C 0.77229 -1.38246 -0.08614
F 1.63209 -1.89282 0.79810
F 1.40340 -0.38959 -0.73111
F 0.49462 -2.32968 -0.98225
O 0.14463 2.29050 -0.66746
H 0.15353 2.98858 -1.32905
H 0.84340 1.63124 -0.84503
*
```



(10)
Formula: CH2F3N
Source: the Open Molecules 2025 dataset
Level of theory: the ωB97M-V functional and the def2-TZVPD basis

Summary:
HOMO energy in eV: -11.2
LUMO level in eV: 0.5
Energy relative to the best compared isomer or geometry (same formula, charge and spin) in kJ/mol: 184.2
Total energy in eV: -10710.585
Kohn-Sham gap in eV: 11.75

Geometry as ORCA input:
```
! wB97M-V def2-TZVPD RIJCOSX def2/J DEFGRID3
* xyz 0 1
C 0.35519 -0.23515 -0.34649
N -0.01136 0.51975 0.73947
F 0.83724 -1.42541 -0.11539
F -1.22587 -0.69507 -1.31202
F 0.84012 0.38633 -1.39115
H -0.05964 0.24533 1.68262
H -0.73568 1.20422 0.74295
*
```



(11)
Formula: CH2F3NP2
Source: the Open Molecules 2025 dataset
Level of theory: the ωB97M-V functional and the def2-TZVPD basis

Summary:
HOMO energy in eV: -9.8
SMILES string: C=[P@@]1(F)N=P1(F)F
LUMO level in eV: -0.6
Energy relative to the best compared isomer or geometry (same formula, charge and spin) in kJ/mol: 76.3
Total energy in eV: -29290.485
Kohn-Sham gap in eV: 9.24

Geometry as ORCA input:
```
! wB97M-V def2-TZVPD RIJCOSX def2/J DEFGRID3
* xyz 0 1
C 0.64727 -0.62154 1.40526
P 1.26225 -1.25936 0.01573
F 0.90239 -2.75375 -0.26609
N 2.45131 -0.87299 -0.97074
P 2.92649 0.63029 -0.42982
F 4.49856 0.50495 -0.94488
F 3.31210 0.43196 1.17218
H -0.21312 -1.12045 1.75380
H 0.61576 0.44375 1.74473
*
```



(12)
Formula: CH2F3P
Source: the Open Molecules 2025 dataset
Level of theory: the ωB97M-V functional and the def2-TZVPD basis

Summary:
HOMO energy in eV: -9.7
SMILES string: C=P(F)(F)F
LUMO level in eV: 0.0
Energy relative to the best compared isomer or geometry (same formula, charge and spin) in kJ/mol: 68.2
Total energy in eV: -18511.108
Kohn-Sham gap in eV: 9.67

Geometry as ORCA input:
```
! wB97M-V def2-TZVPD RIJCOSX def2/J DEFGRID3
* xyz 0 1
C -0.13013 -0.32329 -0.27807
P -1.87671 0.05925 -0.55441
F -2.84025 -1.07740 -0.19105
F -2.90953 1.29620 -0.56601
F -2.22616 -0.12349 -2.12445
H 0.59498 0.43798 -0.57971
H 0.10101 -0.44223 0.88552
*
```